1.
An isolated molecule of C4H8N2O, computed with ωB97M-V/def2-TZVPD.

Properties
Multiplicity: 1
LUMO energy: 0.67 eV
HOMO energy: -0.365 Eh
HOMO-LUMO gap: 10.59 eV
Max |F|: 1.15 eV/A

Cartesian coordinates (Å):
C1 0.437 1.416 -0.441
C2 0.495 0.006 0.147
O1 0.301 0.125 1.556
C3 1.824 -0.613 -0.060
N1 2.846 -1.153 -0.129
C4 -0.622 -0.893 -0.460
N2 -1.911 -0.605 0.136
H1 0.839 2.129 0.280
H2 -0.599 1.694 -0.658
H3 1.009 1.479 -1.371
H4 0.480 -0.734 1.968
H5 -0.370 -1.948 -0.298
H6 -0.678 -0.750 -1.546
H7 -2.303 0.251 -0.249
H8 -1.748 -0.405 1.122


2.
A structure of composition C27H14BrF5N3O7Pd, computed with ωB97M-V/def2-TZVPD.

Properties
Multiplicity: 1
LUMO energy: 1.45 eV
Total charge: -1
HOMO energy: -0.204 Eh
HOMO-LUMO gap: 7.01 eV
Max |F|: 0.14 eV/A

Cartesian coordinates (Å):
Pd1 -0.012 -0.749 0.484
C1 -2.088 -2.743 0.882
O1 -2.056 -1.302 0.911
C2 -2.948 -0.642 0.086
C3 -3.645 -1.253 -0.928
C4 -4.505 -0.485 -1.707
Br1 -5.474 -1.325 -3.101
C5 -4.650 0.862 -1.493
C6 -3.936 1.487 -0.464
C7 -3.086 0.731 0.350
O2 -2.393 1.230 1.374
C8 -4.048 2.922 -0.220
N1 -3.454 3.540 0.772
C9 -3.792 4.877 0.647
C10 -3.433 5.971 1.430
C11 -3.922 7.209 1.062
C12 -4.751 7.366 -0.059
C13 -5.115 6.289 -0.845
C14 -4.620 5.047 -0.468
N2 -4.769 3.781 -1.002
H1 -3.104 -3.083 1.086
H2 -1.415 -3.065 1.672
H3 -1.725 -3.104 -0.079
H4 -3.513 -2.300 -1.148
H5 -5.325 1.425 -2.123
H6 -2.590 2.200 1.442
H7 -2.791 5.845 2.291
H8 -3.660 8.081 1.647
H9 -5.111 8.354 -0.315
H10 -5.752 6.412 -1.711
H11 -5.268 3.542 -1.839
O3 1.523 0.991 7.012
C15 2.341 0.952 6.075
O4 3.554 1.209 6.028
C16 1.721 0.529 4.712
C17 0.367 0.231 4.624
C18 -0.177 -0.140 3.411
N3 0.575 -0.227 2.313
C19 1.889 0.056 2.375
C20 2.490 0.438 3.556
C21 2.623 -0.069 1.061
O5 3.806 0.151 0.970
O6 1.860 -0.417 0.046
H12 -0.232 0.305 5.521
H13 -1.229 -0.360 3.285
H14 3.546 0.663 3.587
F1 3.071 -2.792 -5.170
C22 2.191 -2.404 -4.234
C23 2.076 -3.103 -3.046
F2 2.847 -4.175 -2.830
C24 1.158 -2.703 -2.097
F3 1.050 -3.416 -0.964
C25 0.323 -1.593 -2.273
O7 -0.573 -1.227 -1.383
C26 0.466 -0.914 -3.488
F4 -0.301 0.159 -3.732
C27 1.377 -1.308 -4.450
F5 1.475 -0.628 -5.601


3.
A cluster of 2 separate species, C17H31N3O4 in total, computed with ωB97M-V/def2-TZVPD.

Properties
Multiplicity: 1
LUMO energy: 0.56 eV
HOMO energy: -0.352 Eh
HOMO-LUMO gap: 10.13 eV
Max |F|: 7.02 eV/A

Cartesian coordinates (Å):
C1 1.419 -3.577 1.211
C2 2.087 -4.051 -0.210
O1 3.316 -3.291 -0.346
C3 3.516 -2.782 -1.688
C4 3.643 -1.149 -1.638
C5 2.493 -0.636 -0.626
C6 1.914 0.806 -1.101
C7 0.526 0.581 -1.903
C8 -0.795 0.778 -0.949
C9 -0.463 0.367 0.557
N1 -0.043 -0.127 1.587
C10 -2.132 0.113 -1.551
O2 -3.281 0.982 -1.264
C11 -2.021 0.062 -3.175
N2 -1.648 -0.271 -4.284
C12 -2.492 -1.343 -0.969
C13 -1.617 -2.548 -1.606
N3 -2.563 -3.529 -2.280
H1 0.269 -3.575 1.059
H2 1.749 -4.232 2.089
H3 1.701 -2.458 1.347
H4 1.287 -3.801 -1.009
H5 2.283 -5.198 -0.222
H6 4.530 -3.150 -2.129
H7 2.716 -3.088 -2.449
H8 3.476 -0.686 -2.691
H9 4.670 -0.834 -1.211
H10 1.588 -1.368 -0.675
H11 2.820 -0.649 0.488
H12 2.693 1.231 -1.855
H13 1.850 1.584 -0.257
H14 0.575 -0.468 -2.374
H15 0.418 1.406 -2.715
H16 -0.974 1.927 -0.945
H17 -3.301 1.017 -0.271
H18 -2.476 -1.425 0.173
H19 -3.592 -1.552 -1.287
H20 -1.153 -3.134 -0.713
H21 -0.767 -2.207 -2.292
H22 -3.410 -3.660 -1.681
H23 -2.119 -4.476 -2.264
C14 -0.804 5.867 3.011
C15 -1.816 5.004 3.736
O3 -2.488 4.121 2.824
C16 -2.012 2.923 2.433
C17 -0.581 2.575 2.732
O4 -2.715 2.174 1.786
H24 -0.019 5.264 2.547
H25 -0.335 6.573 3.701
H26 -1.287 6.428 2.207
H27 -1.377 4.448 4.568
H28 -2.589 5.644 4.168
H29 0.035 2.825 1.867
H30 -0.520 1.504 2.922
H31 -0.182 3.064 3.618


4.
An isolated molecule of C3H6N2O, computed with ωB97M-V/def2-TZVPD.

Properties
Multiplicity: 1
LUMO energy (alpha / beta): -0.07 / -0.07 eV
HOMO energy (alpha / beta): -0.291 / -0.292 Eh
HOMO-LUMO gap (alpha / beta): 7.85 / 7.87 eV
Max |F|: 3.59 eV/A

Cartesian coordinates (Å):
C1 0.421 -1.443 -0.304
C2 -0.401 0.513 -1.207
C3 -0.995 0.980 0.057
N1 0.111 -0.651 -1.356
N2 1.314 -0.030 1.217
O1 1.019 -1.291 0.816
H1 0.579 -2.528 -0.527
H2 -0.502 1.154 -2.040
H3 -0.150 0.979 0.740
H4 -1.865 0.496 0.430
H5 -1.287 1.989 0.060
H6 1.756 -0.171 2.114


5.
The ion C4H11NP with charge +1, computed with ωB97M-V/def2-TZVPD.

Properties
Multiplicity: 1
LUMO energy: -3.37 eV
Total charge: +1
HOMO energy: -0.520 Eh
HOMO-LUMO gap: 10.78 eV
Max |F|: 4.04 eV/A

Cartesian coordinates (Å):
C1 0.159 1.561 -0.173
C2 0.376 -0.012 0.060
P1 2.142 -0.498 -0.552
C3 -0.153 -0.639 1.335
C4 -1.350 -1.245 0.561
N1 -0.738 -0.716 -0.708
H1 -0.836 1.690 -0.484
H2 0.724 1.759 -1.014
H3 0.362 2.054 0.806
H4 1.686 -1.499 -1.535
H5 2.265 -1.498 0.499
H6 -0.540 0.101 2.101
H7 0.609 -1.377 1.703
H8 -1.787 -2.208 0.708
H9 -2.290 -0.726 0.693
H10 -0.542 -1.510 -1.331
H11 -1.260 -0.032 -1.284